Computed, not measured: C11H7NO in the gas phase in a non-equilibrium geometry, with ωB97M-V/def2-TZVPD.

As for the charge: 0. The total energy comes out at -553.278339 Ha. The SMILES is O=C=Nc1cccc2ccccc12. The calculation puts the LUMO energy at 0.0 eV.

Each line ends with the Löwdin charge.
Geometry (Å):
O -4.851 -0.798 0.009  0.1389
C -3.641 -0.834 -0.063  -0.2140
N -2.411 -1.019 -0.199  0.1737
C -1.432 -0.034 0.007  -0.2077
C -1.714 1.306 -0.109  -0.0081
C -0.657 2.311 -0.062  -0.0511
C 0.686 2.021 0.131  -0.0306
C 0.919 0.646 0.017  -0.2125
C 2.274 0.173 -0.220  -0.0325
C 2.692 -1.104 -0.259  -0.1380
C 1.758 -1.987 0.069  -0.1675
C 0.383 -1.725 -0.012  -0.0236
C -0.017 -0.341 -0.091  -0.1407
H -2.705 1.584 -0.180  0.0825
H -1.091 3.326 -0.200  0.1095
H 1.570 2.640 0.465  0.1363
H 2.928 1.091 -0.166  0.1216
H 3.697 -1.431 0.179  0.1445
H 1.959 -3.144 0.323  0.1458
H -0.347 -2.682 0.362  0.1738